# 1
Computed, not measured: a single C7H10S molecule at a distorted geometry, with the ωB97M-V functional and the def2-TZVPD basis.

```
18
Properties=species:S:1:pos:R:3:nbo_charge:R:1
C 0.95801 1.66916 -0.49713 -0.51
C -0.18202 0.86532 0.14246 -0.22
C -0.78698 0.55769 1.39494 -0.42
C -1.10419 -0.97492 1.11195 -0.23
C -0.51481 -1.84983 0.23228 -0.18
C 0.59620 -1.21125 -0.88277 -0.45
C 0.95409 0.12024 -0.20250 -0.23
H -0.76680 1.88349 -2.36594 0.13
H 1.87758 1.91006 0.11431 0.28
H -0.95263 0.61884 -0.67031 0.21
H -0.17117 0.78642 2.32098 0.23
H -1.81245 0.91814 1.59848 0.22
H -1.60466 -1.41962 1.99873 0.21
H -0.59259 -3.04516 0.08157 0.23
H 1.54546 -1.70829 -1.19891 0.22
H 0.07557 -1.34024 -1.79966 0.22
H 1.71070 -0.09242 0.54628 0.20
S 0.77068 2.31239 -1.92478 0.10
```

## Properties
LUMO energy (eV): 0.47
E_tot (eV): -18250.335
Energy relative to the best compared isomer or geometry (same formula, charge and spin) (kcal per mole): 135.6
Gap between HOMO and LUMO (eV): 8.4
SMILES: SC1[C@@H]2CC=CC[C@@H]12
HOMO (eV): -7.89

=====

# 2
Computed, not measured: a molecular structure, C7H11BF10InNO4S2 at a distorted geometry, with the ωB97M-V functional and the def2-TZVPD basis.

```
37
Properties=species:S:1:pos:R:3:nbo_charge:R:1
In -1.16913 0.05506 0.74549 1.42
C -2.89496 -0.72807 1.77158 -1.41
H -3.78922 -0.40713 1.27084 0.14
H -2.87699 -1.43246 2.61699 0.20
F 1.02039 -1.61651 4.03828 -0.54
B -0.10007 -1.03914 3.62115 1.36
F 0.08615 0.30154 3.03017 -0.58
F -1.16289 -0.84492 4.58039 -0.58
F -0.63577 -1.65834 2.47626 -0.56
C -2.75031 1.56047 -3.18679 -0.60
C -2.69074 1.06802 -1.71969 -0.25
C -3.86052 1.70562 -0.96651 -0.63
C -1.31237 1.31277 -1.08106 -0.89
H -1.87654 1.37951 -3.79789 0.20
H -2.89288 2.65666 -3.18613 0.18
H -3.61205 1.15009 -3.73469 0.18
H -2.71116 -0.04851 -1.68815 0.21
H -3.63403 2.75541 -0.78784 0.19
H -3.96503 1.45191 0.10502 0.24
H -4.84112 1.60359 -1.47759 0.18
H -1.04218 2.37491 -0.98734 0.19
H -0.61592 0.80826 -1.68814 0.19
F 1.58741 1.61447 -1.63379 -0.34
C 2.00748 0.32229 -1.75863 0.70
F 1.40811 -0.17136 -2.80069 -0.31
F 3.29065 0.48713 -2.13567 -0.34
S 1.76981 -0.56107 -0.12117 2.23
O 1.89171 0.46451 0.90087 -0.86
O 0.39787 -1.02785 -0.35723 -0.96
N 2.71123 -1.79605 -0.26225 -1.16
S 4.27421 -1.44735 0.10339 2.19
O 5.11487 -2.36943 -0.60493 -0.95
O 4.48694 -0.05426 -0.00868 -0.94
C 4.53338 -1.91971 1.92590 0.76
F 5.47249 -1.13702 2.36532 -0.31
F 4.98393 -3.16502 1.87895 -0.31
F 3.39727 -1.64798 2.55427 -0.28
```

## Properties
LUMO energy (eV): 4.79
E_tot (eV): -71815.659
Energy relative to the best compared isomer or geometry (same formula, charge and spin) (kcal per mole): 2.7
Gap between HOMO and LUMO (eV): 4.0
Total charge: -2
HOMO (eV): 0.78

=====

# 3
Computed, not measured: a gas-phase ion, C7H11BNO3 (charge +1) at a distorted geometry, with the ωB97M-V functional and the def2-TZVPD basis.

```
23
Properties=species:S:1:pos:R:3:nbo_charge:R:1
O 3.86211 -1.93366 1.32254 -0.71
C 2.53303 -1.46742 0.86252 -0.07
C 2.56807 0.03071 0.15402 -0.50
C 1.04635 0.59663 -0.08954 0.13
C 0.75858 2.19806 -0.38893 -0.23
C -0.82493 2.62071 -0.66578 0.08
N -1.98903 1.64263 -0.64443 -0.52
C -1.77560 0.15408 -0.35503 -0.05
B -3.12900 -0.78775 -0.31246 1.10
O -3.75868 -1.46841 -1.46125 -0.86
O -3.76160 -0.95793 1.04195 -0.84
C -0.23563 -0.42564 -0.07476 -0.24
H 3.67170 -2.86063 1.70448 0.49
H 1.75111 -1.46014 1.76205 0.18
H 2.15464 -2.21379 0.01919 0.18
H 3.03721 -0.12917 -0.93204 0.27
H 3.28689 0.76837 0.71201 0.27
H 1.66042 2.96434 -0.41733 0.30
H -1.01984 3.74989 -0.90369 0.27
H -2.94538 2.02458 -0.81791 0.46
H -3.55164 -1.02076 -2.33339 0.51
H -3.18143 -0.44423 1.68544 0.50
H -0.15732 -1.58050 0.13231 0.29
```

## Properties
LUMO energy (eV): -5.38
E_tot (eV): -15733.993
Gap between HOMO and LUMO (eV): 8.2
SMILES: OCCc1cc[nH+]c(B(O)O)c1
Total charge: +1
HOMO (eV): -13.59

=====

# 4
Computed, not measured: 2 unconnected molecules or ions with the total composition C7H11Br2 at a distorted geometry, with the ωB97M-V functional and the def2-TZVPD basis.

```
20
Properties=species:S:1:pos:R:3:nbo_charge:R:1
Br -3.09467 0.63426 0.79571 0.00
Br -4.09602 2.56348 1.71116 0.00
C 0.58396 1.88879 -0.93981 -0.59
C 0.90458 0.46349 -0.49067 -0.28
C -0.12452 -0.50087 -1.10042 -0.37
C 0.03970 -1.90673 -0.49920 -0.46
C 0.10438 -1.87213 0.97415 -0.14
C 0.54762 -0.74950 1.66791 -0.28
C 0.92300 0.38921 0.98666 -0.13
H 1.32751 2.55715 -0.49831 0.21
H 0.61894 1.94935 -2.02953 0.21
H -0.41752 2.20115 -0.60912 0.21
H 1.90412 0.16640 -0.87718 0.21
H -1.15898 -0.15149 -0.91125 0.19
H 0.05853 -0.53335 -2.18438 0.21
H -0.80195 -2.51350 -0.86074 0.21
H 0.96206 -2.34045 -0.91356 0.21
H -0.19903 -2.76219 1.50500 0.20
H 0.60843 -0.75275 2.76460 0.22
H 1.30986 1.26969 1.50898 0.20
```

## Properties
LUMO energy (spin up / spin down) (eV): -1.84 / -1.85
E_tot (eV): -147520.704
Energy relative to the best compared isomer or geometry (same formula, charge and spin) (kcal per mole): 3.5
Gap between HOMO and LUMO (spin up / spin down) (eV): 5.3 / 8.0
Multiplicity: 2
HOMO (spin up / spin down) (eV): -7.13 / -9.85

=====

# 5
Computed, not measured: 2 unconnected molecules or ions with the total composition C7H11BrClN5O6 at a distorted geometry, with the ωB97M-V functional and the def2-TZVPD basis.

```
31
Properties=species:S:1:pos:R:3:nbo_charge:R:1
C 4.05383 0.32667 2.53276 -0.72
C 3.44576 0.71776 1.15522 0.71
O 4.14744 0.62396 0.21581 -0.49
N 2.04533 1.21239 1.04285 -0.32
C 2.12466 2.47289 0.23174 -0.45
N 1.24595 0.24448 0.44536 0.00
C 1.58555 -1.01170 0.08216 0.20
N 0.58753 -1.74135 -0.44955 -0.41
C -0.47984 -0.85885 -0.40037 0.58
N -1.69076 -1.23004 -0.80947 -0.84
N -0.06622 0.30983 0.13646 -0.17
C -0.97748 1.42451 0.35154 -0.35
C -1.81338 1.78055 -0.91260 0.51
O -1.39146 1.72264 -1.99371 -0.48
Br -3.69786 2.31826 -0.74529 0.04
H 3.39903 0.58999 3.38219 0.24
H 4.36990 -0.73296 2.50765 0.26
H 4.98698 0.93010 2.60666 0.26
H 3.12710 2.93019 0.36438 0.24
H 1.95481 2.26225 -0.84208 0.23
H 1.41368 3.21298 0.65466 0.21
H 2.53996 -1.54574 0.16246 0.25
H -2.18524 -0.77549 -1.57226 0.45
H -2.15444 -2.05222 -0.40563 0.49
H -0.49774 2.35592 0.70037 0.27
H -1.71223 1.14415 1.14302 0.27
O -5.98808 -2.54132 -1.44134 -0.86
Cl -4.88158 -3.33098 -1.92176 2.56
O -4.66822 -3.07535 -3.32446 -0.86
O -5.14435 -4.72878 -1.70953 -0.85
O -3.67866 -2.95473 -1.18723 -0.96
```

## Properties
LUMO energy (eV): -1.22
E_tot (eV): -109725.663
Energy relative to the best compared isomer or geometry (same formula, charge and spin) (kcal per mole): 30.2
Gap between HOMO and LUMO (eV): 6.9
HOMO (eV): -8.15

=====

# 6
Computed, not measured: a gas-phase ion, C7H11BrN6 (charge +2) at a distorted geometry, with the ωB97M-V functional and the def2-TZVPD basis.

```
25
Properties=species:S:1:pos:R:3:nbo_charge:R:1
C -2.54534 -1.97000 -1.59309 -0.29
C -2.92985 -2.27362 -0.31949 0.00
C -1.44000 -1.14673 -1.48602 -0.06
C -0.11441 2.21757 0.64713 0.39
C 1.17256 -0.18669 -0.06257 -0.10
C 1.78185 1.06618 -0.26109 0.27
C -0.11343 -0.25527 0.71161 0.40
N -2.12480 -1.72262 0.58389 -0.31
N -1.22500 -1.00824 -0.12969 -0.22
N 1.09757 2.24960 0.02503 -0.56
N -0.74092 1.12777 0.89285 -0.45
N 0.00167 -0.76617 1.99995 -0.86
N 3.22660 1.26417 -0.61954 -0.73
Br 2.24011 -1.70185 -0.52723 0.27
H -3.24582 -2.02661 -2.40548 0.26
H -3.80230 -2.92044 -0.07068 0.25
H -1.01514 -0.44191 -2.16899 0.22
H -0.68436 3.15174 0.86979 0.28
H 1.56117 3.11381 0.06744 0.45
H -1.60617 1.04279 1.41100 0.48
H 0.81342 -1.24749 2.28369 0.42
H -0.95921 -1.16715 2.47037 0.48
H 3.39782 0.21297 -0.69910 0.47
H 3.96945 1.71246 -0.06917 0.49
H 3.28453 1.67575 -1.55061 0.46
```

## Properties
LUMO energy (eV): -8.39
E_tot (eV): -86400.982
Energy relative to the best compared isomer or geometry (same formula, charge and spin) (kcal per mole): 43.5
Gap between HOMO and LUMO (eV): 7.1
SMILES: N[C@@]1(n2cccn2)[NH+]=CNC([NH3+])=C1Br
Total charge: +2
HOMO (eV): -15.47